Molecular formula: C14H15F9NO5
Method: DFT, ωB97M-V with the def2-TZVPD basis set

Values from the calculation:
Total charge: +1
E_LUMO: -4.81 eV
HOMO: -0.485 hartree
E: -50940.64803 eV
HOMO-LUMO gap: 8.4 eV

XYZ file:
```
44
Properties=species:S:1:pos:R:3:mulliken_charge:R:1
F -0.08 -2.47 4.07 -0.2612
F 1.50 -1.37 -7.31 -0.2467
F -0.46 -0.99 5.60 -0.2608
F -0.95 -3.07 5.96 -0.2421
F 2.45 2.40 -1.51 -0.1954
F 4.08 1.00 -1.30 -0.2329
F 4.07 2.81 -0.15 -0.2617
F -0.47 -1.11 -8.16 -0.2318
F 1.21 -0.04 -9.00 -0.2450
O 2.16 1.09 4.05 -0.4912
O -3.23 -1.82 5.38 -0.3037
O -0.68 1.17 -6.73 -0.5006
O 1.54 1.09 -6.37 -0.3316
O -2.49 -1.68 3.25 -0.5315
N 1.58 0.29 0.11 0.0993
C 1.45 2.22 -5.48 -0.4315
C -5.28 -2.80 4.49 -1.0934
C 0.66 -0.49 -7.86 0.9062
C 1.01 1.79 -4.10 -0.9052
C 3.32 1.86 -0.65 0.6763
C 0.82 -0.34 1.01 -0.5453
C -4.59 -1.54 4.97 -0.2160
C 1.97 0.82 2.74 0.4453
C 0.40 0.69 -6.91 0.3351
C -0.94 -2.11 5.04 0.9850
C 2.76 1.47 1.78 -0.2764
C -2.33 -1.85 4.43 0.3228
C 2.53 1.18 0.46 0.0054
C 1.00 -0.09 2.35 -0.2596
H -4.60 -0.76 4.21 0.3200
H 1.44 0.11 -0.88 0.1790
H -5.23 -3.58 5.25 0.3127
H -4.80 -3.19 3.59 0.3139
H -5.09 -1.16 5.86 0.3175
H -6.32 -2.60 4.26 0.3741
H 2.45 2.65 -5.45 0.3434
H 1.67 1.90 4.27 0.3675
H 1.02 2.63 -3.42 0.3831
H 1.68 1.01 -3.72 0.1928
H 0.40 -0.58 3.09 0.4227
H 0.00 1.37 -4.13 0.3777
H 0.78 2.97 -5.90 0.3497
H 3.52 2.16 2.10 0.5534
H 0.06 -1.03 0.70 0.4808
```


Molecular formula: C14H15IrN9O2S2SbSe5
Method: DFT, ωB97M-V with the def2-TZVPD basis set

Values from the calculation:
Total charge: -1
E_LUMO (spin up / spin down): 2.03 / 0.56 eV
⟨S²⟩: 8.811
HOMO (spin up / spin down): -0.156 / -0.178 hartree
E: -390046.80039 eV
2S+1: 6
HOMO-LUMO gap (spin up / spin down): 6.3 / 5.4 eV

XYZ file:
```
49
Properties=species:S:1:pos:R:3:mulliken_charge:R:1
Ir -1.36 1.36 -0.36 1.7185
Sb -3.68 0.39 -3.43 0.4360
Se -2.20 2.73 -2.05 -0.3278
Se -5.07 -1.59 -3.32 -0.5874
Se 0.59 -1.90 -0.80 0.0017
Se -2.96 0.09 -5.82 -0.3426
Se -1.47 -0.44 -1.92 -0.2368
S -0.35 3.36 0.67 -0.5520
S -1.50 0.22 2.34 1.2661
O -1.24 0.26 3.75 -0.7221
O -2.39 1.26 1.81 -0.8794
N 1.64 1.74 -1.41 -0.4047
N 1.23 -0.82 2.70 -0.3867
N -3.58 -4.95 0.38 -0.6033
N 1.49 5.03 -0.35 0.2445
N 1.77 3.09 -1.15 0.3492
N 1.16 -3.66 -3.16 -0.6105
N 2.01 0.52 0.89 -0.2559
N -0.24 0.39 1.35 -0.4999
N 2.58 5.14 -1.17 -0.8778
C 1.02 0.03 1.68 -0.4219
C -2.08 -3.70 1.81 -0.7126
C 3.78 3.51 -2.59 -1.3248
C -3.75 -2.55 0.52 -0.6417
C -3.29 -1.34 1.01 -0.5475
C 3.25 0.20 1.22 -0.1381
C 0.96 3.80 -0.31 0.3709
C -2.22 -1.32 1.89 -0.0136
C -1.61 -2.50 2.30 -0.4119
C 3.57 -0.59 2.31 -0.9466
C 0.92 -2.98 -2.26 0.1673
C 2.49 -1.10 3.00 -0.0979
C -3.13 -3.74 0.89 1.1228
C 2.73 3.94 -1.63 1.0146
H -4.55 -2.56 -0.21 0.2725
H -2.90 -5.70 0.39 0.2178
H 4.59 -0.82 2.57 0.3794
H 3.34 3.22 -3.54 0.3121
H 4.03 0.59 0.57 0.3514
H -0.77 -2.47 2.98 0.3977
H -4.08 -4.88 -0.49 0.2339
H 1.14 5.83 0.14 0.1607
H 4.34 2.67 -2.19 0.2932
H 2.63 -1.79 3.83 0.4046
H -3.74 -0.41 0.69 0.5113
H -1.59 -4.63 2.11 0.2726
H 2.07 1.50 -2.29 0.2323
H 4.46 4.35 -2.76 0.3563
H 1.97 1.20 -0.60 0.4559
```


Molecular formula: C14H15N5O7STi
Method: DFT, ωB97M-V with the def2-TZVPD basis set

Values from the calculation:
Total charge: -2
E_LUMO (spin up / spin down): 4.58 / 4.58 eV
⟨S²⟩: 2.020
HOMO (spin up / spin down): 0.019 / -0.032 hartree
E: -70496.14942 eV
2S+1: 3
HOMO-LUMO gap (spin up / spin down): 4.1 / 5.4 eV

XYZ file:
```
43
Properties=species:S:1:pos:R:3:mulliken_charge:R:1
Ti -0.58 -0.24 0.41 -0.2019
S -2.17 2.07 -3.53 -0.5042
O -3.11 -3.39 1.16 -0.7295
O 1.78 -0.80 -1.20 -0.9125
O -0.12 0.03 3.57 -0.6370
O -2.30 -0.02 1.65 -0.7992
O -4.01 -1.12 2.56 -0.7364
O -1.34 -2.17 0.55 -0.3843
O -1.58 0.14 -1.39 -0.5359
N 0.47 -0.26 2.31 0.6110
N -1.24 -0.29 -2.60 0.4804
N -0.34 2.02 0.43 0.3704
N 1.41 -0.70 0.05 0.8472
N -1.20 4.02 0.39 -0.0261
C 2.55 -0.75 3.59 -1.6291
C -2.47 -2.35 1.13 0.6430
C -1.10 -0.01 -4.93 -0.7439
C 0.33 2.79 1.34 -0.3837
C -1.47 0.53 -3.68 0.2349
C -0.19 4.05 1.33 -0.5804
C -3.01 -1.07 1.86 0.6571
C -0.71 -1.52 -2.71 0.0480
C 1.74 -0.61 2.33 0.4560
C 2.29 -0.86 1.05 0.3302
C -0.36 -2.04 -3.92 -1.0488
C 3.72 -1.22 0.79 -1.5562
C -1.26 2.77 -0.12 -0.2934
C -0.56 -1.26 -5.06 -0.0410
H -0.60 -2.04 -1.76 0.4924
H 4.42 -0.40 0.99 0.2393
H -1.93 2.45 -0.91 0.2724
H -0.29 -1.64 -6.04 0.3354
H 1.11 2.37 1.96 0.3130
H 0.04 4.94 1.89 0.3957
H -1.28 0.62 -5.79 0.3411
H 3.80 -1.49 -0.26 0.3861
H 4.05 -2.08 1.40 0.3142
H 3.51 -0.24 3.49 0.2991
H 2.76 -1.80 3.81 0.2749
H 0.08 -3.03 -3.97 0.3749
H -1.05 0.12 3.30 0.4092
H 2.00 -0.33 4.43 0.4254
H -1.79 4.79 0.11 0.1924
```


Molecular formula: C14H15N7O5
Method: DFT, ωB97M-V with the def2-TZVPD basis set

Values from the calculation:
E_LUMO: -0.96 eV
HOMO: -0.308 hartree
E: -35419.56781 eV
HOMO-LUMO gap: 7.4 eV

XYZ file:
```
41
Properties=species:S:1:pos:R:3:mulliken_charge:R:1
O 2.26 0.87 0.71 -0.6310
O -2.04 -3.08 -1.61 -0.1634
O 0.57 -6.04 0.04 -0.5709
O 2.13 -5.32 1.39 -0.6209
O 3.40 -0.69 1.75 -0.6666
N 1.99 2.93 -2.56 -0.7054
N 0.38 2.84 -1.06 0.3943
N 2.47 -0.35 0.99 0.8561
N -0.48 0.38 0.30 0.1249
N -1.21 -3.99 -1.04 -0.4507
N 1.21 -5.10 0.56 0.8821
N -1.56 -1.71 -1.46 -0.3803
C -1.51 1.22 -0.42 0.2954
C -0.41 -1.91 -0.81 0.0886
C 2.40 3.67 -1.47 -0.4902
C -0.97 2.67 -0.48 -1.3296
C 0.77 2.46 -2.31 -0.1148
C 1.81 -2.69 0.77 -0.3672
C 1.39 3.62 -0.52 -0.2089
C -0.99 0.08 1.70 -0.5522
C 1.62 -1.33 0.41 -1.1656
C 0.96 -3.70 0.27 -0.7344
C -2.50 0.19 1.64 -0.5949
C -2.79 1.17 0.50 -0.9329
C 0.51 -0.79 -0.48 1.6242
C -0.19 -3.27 -0.51 0.7740
H -0.61 0.90 2.33 0.3708
H -0.55 -0.87 2.06 0.3533
H -0.96 3.12 0.51 0.4956
H 0.11 1.86 -2.93 0.4297
H 2.62 -3.00 1.43 0.6027
H -1.63 0.78 -1.43 0.4584
H 1.31 4.06 0.45 0.3750
H 0.37 0.99 0.45 0.2446
H -3.64 0.85 -0.13 0.3114
H 0.91 -0.23 -1.44 0.2164
H -2.96 0.56 2.57 0.3586
H -1.68 3.29 -1.06 0.3277
H 3.34 4.21 -1.38 0.3843
H -2.84 -0.82 1.35 0.3067
H -2.99 2.18 0.90 0.4051
```


Molecular formula: C14H15NO5S3Tc
Method: DFT, ωB97M-V with the def2-TZVPD basis set

Values from the calculation:
E_LUMO (spin up / spin down): -2.60 / -1.14 eV
⟨S²⟩: 1.250
HOMO (spin up / spin down): -0.300 / -0.307 hartree
E: -61194.82444 eV
2S+1: 2
HOMO-LUMO gap (spin up / spin down): 5.6 / 7.2 eV

XYZ file:
```
39
Properties=species:S:1:pos:R:3:mulliken_charge:R:1
Tc 0.28 0.27 -0.28 0.7793
S 2.03 1.67 -1.09 -0.1924
S -0.17 -1.39 -2.17 0.9643
S 1.71 -0.06 1.58 -0.3330
O -1.22 -2.26 -1.63 -0.7112
O 0.23 -1.68 -3.50 -0.6057
O -0.68 0.04 -2.02 -0.5039
O -1.33 -1.17 0.60 -0.5798
O 0.98 -1.37 -1.20 -0.4950
N -0.95 1.94 0.19 0.2843
C 5.80 1.29 0.22 -0.4894
C 4.43 -0.03 1.67 -0.7198
C -2.84 2.99 1.22 -0.6387
C -2.08 3.76 -0.89 -0.9503
C 4.68 1.70 -0.47 -0.6907
C -2.63 -0.72 0.90 -0.4636
C -2.99 3.86 0.16 -0.3815
C 3.42 1.24 -0.12 0.7119
C -1.81 2.05 1.22 0.7548
C -2.66 -0.05 2.28 -0.7411
C 3.29 0.41 1.00 0.7270
C -1.68 1.12 2.38 -0.5431
C -1.10 2.79 -0.83 -0.0563
C 5.68 0.39 1.27 -0.5258
H 4.30 -0.70 2.51 0.4355
H -3.78 4.60 0.14 0.4311
H 6.56 0.04 1.79 0.3744
H -3.51 3.01 2.06 0.4235
H 6.78 1.66 -0.07 0.3693
H -2.14 4.40 -1.75 0.4084
H -3.68 0.30 2.47 0.3653
H -1.88 1.67 3.30 0.4731
H -2.99 -0.03 0.13 0.2960
H 4.76 2.39 -1.30 0.4317
H -1.36 -1.74 -0.25 0.4947
H -0.66 0.73 2.43 -0.2652
H -2.39 -0.78 3.04 0.3859
H -0.40 2.68 -1.65 0.3455
H -3.31 -1.58 0.92 0.4306
```


Molecular formula: C14H15NTi
Method: DFT, ωB97M-V with the def2-TZVPD basis set

Values from the calculation:
E_LUMO: -1.10 eV
HOMO: -0.300 hartree
E: -39362.80159 eV
HOMO-LUMO gap: 7.1 eV

XYZ file:
```
31
Properties=species:S:1:pos:R:3:mulliken_charge:R:1
Ti 0.59 0.06 -0.62 -0.3012
N 2.09 0.80 -0.23 -0.5668
C -1.02 1.36 3.28 -0.6562
C 1.75 -1.93 -1.12 -0.6403
C -0.97 -1.16 2.05 -0.1709
C -0.54 -1.88 -1.54 -0.3752
C -0.45 -0.05 1.40 0.5143
C 0.13 1.77 -1.89 0.5486
C -0.46 1.20 2.00 -0.0029
C -1.50 -1.02 3.34 -0.5827
C 0.13 -1.19 -2.61 -0.5706
C 1.54 -1.22 -2.35 -0.2214
C 1.02 2.39 -2.67 -0.7397
C -1.54 0.24 3.95 -0.4252
C -1.10 1.53 -1.40 -0.4870
C 0.47 -2.34 -0.61 -0.5157
H -1.54 2.13 -0.59 0.3240
H 0.29 -2.93 0.28 0.6310
H -1.89 -1.90 3.86 0.3556
H -1.86 0.90 -1.90 0.2326
H 2.71 -2.15 -0.65 0.4464
H -0.97 -2.14 1.57 0.1482
H 0.78 3.18 -3.38 0.2724
H -1.06 2.34 3.75 0.3487
H 2.07 2.11 -2.60 0.2856
H -0.04 2.07 1.49 0.3926
H 2.32 -0.82 -3.00 0.4176
H -0.36 -0.73 -3.48 0.4393
H 2.98 1.07 0.17 0.1585
H -1.61 -2.07 -1.46 0.3878
H -1.97 0.35 4.95 0.3528
```